The following is a quantum chemistry calculation of C38H48BrMgN2O2PS2SeSi as an isolated structure, from the Open Molecules 2025 dataset.

Atoms and positions in Å:
Mg  0.214  -2.370  1.224
C  -2.899  -3.291  1.510
O  -1.870  -2.362  1.810
C  -2.213  -1.238  2.536
C  -3.461  -0.991  3.041
C  -3.670  0.218  3.720
Br  -5.396  0.548  4.464
C  -2.684  1.156  3.848
C  -1.408  0.898  3.321
C  -1.129  -0.321  2.685
O  0.039  -0.652  2.218
C  -0.383  1.936  3.397
N  -0.513  3.109  3.984
C  0.686  3.750  3.744
C  1.110  5.028  4.111
C  2.366  5.442  3.705
C  3.199  4.610  2.942
C  2.799  3.339  2.567
C  1.539  2.927  2.986
N  0.828  1.773  2.790
H  -3.318  -3.696  2.433
H  -2.429  -4.094  0.948
H  -3.663  -2.806  0.899
H  -4.276  -1.686  2.908
H  -2.859  2.103  4.339
H  0.674  -2.870  3.845
H  0.459  5.673  4.688
H  2.713  6.433  3.972
H  4.171  4.974  2.631
H  3.428  2.698  1.963
H  1.046  0.922  2.277
Se  0.751  -4.110  3.073
S  -3.181  0.345  -3.809
P  -2.936  0.759  -1.886
S  -2.332  -0.635  -0.607
C  -4.477  1.518  -1.217
C  -5.384  2.142  -2.067
C  -6.513  2.766  -1.555
C  -6.746  2.773  -0.186
C  -5.846  2.149  0.669
C  -4.718  1.524  0.155
C  -1.779  2.186  -1.696
C  -1.263  2.500  -0.440
C  -0.399  3.572  -0.278
C  -0.028  4.335  -1.379
C  -0.536  4.027  -2.633
C  -1.413  2.961  -2.789
H  -5.197  2.115  -3.134
H  -7.216  3.245  -2.227
H  -7.628  3.259  0.214
H  -6.019  2.142  1.738
H  -4.020  1.021  0.814
H  -1.530  1.882  0.410
H  -0.006  3.806  0.704
H  0.662  5.163  -1.256
H  -0.243  4.614  -3.496
H  -1.803  2.698  -3.766
C  0.943  0.066  -2.433
C  2.124  -0.428  -1.587
C  3.392  -0.152  -2.403
C  2.138  0.478  -0.343
Si  1.858  -2.289  -0.983
C  3.634  -2.981  -0.462
C  4.637  -3.204  -1.600
C  3.497  -4.310  0.295
C  4.253  -2.002  0.547
C  1.198  -3.362  -2.496
C  1.808  -3.039  -3.866
C  -0.328  -3.209  -2.600
C  1.452  -4.850  -2.227
H  1.038  1.149  -2.584
H  -0.011  -0.107  -1.937
H  0.902  -0.394  -3.420
H  3.398  0.901  -2.716
H  3.434  -0.762  -3.310
H  4.310  -0.326  -1.841
H  2.319  1.520  -0.641
H  2.903  0.195  0.388
H  1.163  0.446  0.151
H  4.316  -4.009  -2.265
H  5.610  -3.504  -1.181
H  4.800  -2.315  -2.208
H  3.117  -5.117  -0.329
H  2.841  -4.219  1.161
H  4.488  -4.620  0.660
H  4.515  -1.042  0.102
H  5.172  -2.437  0.963
H  3.575  -1.814  1.385
H  1.575  -2.026  -4.193
H  1.401  -3.724  -4.624
H  2.894  -3.150  -3.873
H  -0.662  -2.196  -2.808
H  -0.821  -3.514  -1.673
H  -0.705  -3.855  -3.405
H  2.506  -5.115  -2.321
H  0.896  -5.453  -2.958
H  1.116  -5.147  -1.228

## Properties
2S+1: 1
Total charge: -2
DFT total energy in eV: -226939.3502
F_max in eV/A: 0.50

Atomic partial charges in e from the Mulliken method, atoms 1 to 4: -0.08 -1.10 0.32 0.70